Entry from the Open Molecules 2025 dataset: C2Br2F5N as an isolated structure (the ωB97M-V functional and the def2-TZVPD basis).

orbital gap: 8.964 eV
relative energy (zero: lowest compared OMol25 entry of this formula, charge and spin): 0.0 kcal/mol
total charge: 0
calculated total energy: -157234.338 eV

Cartesian coordinates (Å):
C  -0.377  0.418  0.292
C  0.768  -0.452  -0.143
N  -1.595  0.038  -0.435
F  -0.081  1.699  0.109
F  -0.579  0.436  1.651
F  0.512  -1.155  -1.179
F  1.112  -1.239  0.888
F  1.766  0.379  -0.416
Br  -1.989  -1.832  -0.260
Br  -3.183  1.078  0.009

Cartesian forces, eV/Å:
C -3.46 1.30 1.86
C 1.45 0.60 1.99
N -0.45 0.22 -0.01
F -0.24 0.66 -1.47
F 0.22 -1.29 -0.14
F 0.15 -1.24 -1.94
F 0.26 -0.18 -0.37
F 0.94 -0.24 -0.13
Br -0.27 0.78 0.30
Br 1.40 -0.61 -0.08